# C2ClFN2O

A molecular structure, C2ClFN2O in a non-equilibrium geometry (ωB97M-V/def2-TZVPD, the Open Molecules 2025 dataset).

**HOMO level**: -10.51 eV
**ΔE to the lowest compared entry with this formula, charge and spin**: 8.1 kcal/mol
**Kohn-Sham gap**: 0.4060 Eh
**Lowest unoccupied orbital energy**: 0.532 eV
**Total charge**: 0

```
7
Properties=species:S:1:pos:R:3:forces:R:3:lowdin_charge:R:1
C 0.596 0.205 0.069 1.1 0.9 -0.3 -0.825
N -1.277 1.147 -0.032 -0.9 2.6 0.2 0.120
O -0.238 -0.868 0.096 -1.8 3.4 0.1 0.103
F -2.477 -0.779 -0.073 -0.5 0.0 0.3 0.187
C -1.403 -0.065 0.050 -0.5 -4.8 -0.5 -0.453
N 0.066 1.418 0.015 2.2 -2.6 0.1 0.083
Cl 2.207 -0.285 -0.041 0.4 0.5 0.2 0.785
```
Forces are in eV/Å.

---

# C2ClI3O

A molecular structure, C2ClI3O in a non-equilibrium geometry (ωB97M-V/def2-TZVPD, the Open Molecules 2025 dataset).

**HOMO level**: -9.63 eV
**ΔE to the lowest compared entry with this formula, charge and spin**: 0.1 kcal/mol
**Kohn-Sham gap**: 0.3094 Eh
**Lowest unoccupied orbital energy**: -1.209 eV
**Total charge**: 0

```
7
Properties=species:S:1:pos:R:3:forces:R:3:lowdin_charge:R:1
C -0.127 0.552 0.776 1.7 -0.2 1.3 -1.193
I 2.355 -0.744 -0.491 -1.0 0.2 0.0 0.746
O 0.667 0.903 1.600 0.0 -0.3 -0.9 -0.024
Cl -1.755 0.926 1.041 -1.7 0.4 -0.1 0.688
C 0.195 -0.306 -0.435 0.4 -0.3 -0.5 -1.718
I -0.945 -2.154 -0.304 0.4 0.4 -0.1 0.746
I -0.390 0.824 -2.186 0.2 -0.2 0.2 0.755
```
Forces are in eV/Å.

---

# C2ClN3

A molecular structure, C2ClN3 in a non-equilibrium geometry (ωB97M-V/def2-TZVPD, the Open Molecules 2025 dataset).

**HOMO level (spin up / spin down)**: -11.44 / -11.44 eV
**ΔE to the lowest compared entry with this formula, charge and spin**: 48.4 kcal/mol
**Kohn-Sham gap (spin up / spin down)**: 0.3188 / 0.3188 Eh
**Lowest unoccupied orbital energy (spin up / spin down)**: -2.769 / -2.768 eV
**Total charge**: 0

```
6
Properties=species:S:1:pos:R:3:forces:R:3:lowdin_charge:R:1
C -0.213 1.228 -0.659 3.8 -6.3 5.1 -0.170
C -0.069 -0.835 1.058 0.4 0.6 -2.0 -0.432
Cl 1.087 -0.921 -1.299 0.7 -1.9 -0.8 0.700
N -0.714 -1.280 1.867 -1.8 -1.4 2.5 0.212
N -0.793 2.051 -1.144 -2.2 3.4 -2.1 0.105
N 0.702 -0.242 0.177 -0.9 5.7 -2.7 -0.415
```
Forces are in eV/Å.

---

# C2ClN5

2 unconnected molecules or ions with the total composition C2ClN5 in a non-equilibrium geometry (ωB97M-V/def2-TZVPD, the Open Molecules 2025 dataset).

**HOMO level**: -10.52 eV
**ΔE to the lowest compared entry with this formula, charge and spin**: 17.1 kcal/mol
**Kohn-Sham gap**: 0.4087 Eh
**Lowest unoccupied orbital energy**: 0.603 eV
**Total charge**: 0

```
8
Properties=species:S:1:pos:R:3:forces:R:3:lowdin_charge:R:1
C 1.095 -0.066 0.472 -0.5 -0.1 -0.9 -0.340
N 1.426 -0.062 -0.790 2.0 -0.1 0.8 0.112
N -1.463 0.232 0.013 -0.8 0.1 0.8 0.096
C -1.769 0.119 1.125 0.7 0.5 -4.6 -0.941
N 1.126 0.008 -1.943 -1.2 0.1 -0.3 -0.160
N 0.831 -0.134 1.589 0.7 0.0 0.6 0.131
Cl -2.204 -0.140 2.583 -0.9 -0.5 3.4 0.858
N 0.957 0.043 -3.048 0.0 0.1 0.1 0.244
```
Forces are in eV/Å.

---

# C2ClN5

C2ClN5 in the gas phase in a non-equilibrium geometry (ωB97M-V/def2-TZVPD, the Open Molecules 2025 dataset).

**HOMO level (spin up / spin down)**: -10.30 / -10.30 eV
**ΔE to the lowest compared entry with this formula, charge and spin**: 60.5 kcal/mol
**Kohn-Sham gap (spin up / spin down)**: 0.3293 / 0.3293 Eh
**Lowest unoccupied orbital energy (spin up / spin down)**: -1.341 / -1.341 eV
**Total charge**: 0

```
8
Properties=species:S:1:pos:R:3:forces:R:3:lowdin_charge:R:1
N -1.327 -0.389 -0.841 -2.9 1.7 -0.7 -0.018
N -1.309 -1.450 -0.215 -1.4 -2.6 -0.9 -0.030
N -0.161 -1.712 0.450 3.9 2.6 2.8 0.020
N -0.373 0.397 -0.765 3.9 -4.3 1.6 0.036
N 0.438 2.551 -0.156 1.3 2.9 0.9 0.164
Cl 2.080 -0.202 1.321 -1.2 -0.6 -0.6 0.790
C 0.649 -0.738 0.641 -2.5 -1.2 -2.6 -0.542
C 0.004 1.543 -0.435 -1.1 1.6 -0.5 -0.420
```
Forces are in eV/Å.

---

# C2ClNO2S

C2ClNO2S in the gas phase in a non-equilibrium geometry (ωB97M-V/def2-TZVPD, the Open Molecules 2025 dataset).

**SMILES string**: S=c1onc(Cl)o1
**HOMO level**: -9.89 eV
**ΔE to the lowest compared entry with this formula, charge and spin**: 10.3 kcal/mol
**Kohn-Sham gap**: 0.3736 Eh
**Lowest unoccupied orbital energy**: 0.276 eV
**Total charge**: 0

```
7
Properties=species:S:1:pos:R:3:forces:R:3:lowdin_charge:R:1
O 0.641 -1.167 0.177 -2.0 -4.2 -1.9 -0.001
S -1.707 -1.717 -0.983 -1.9 -2.5 -1.5 0.879
C -0.595 -0.876 -0.348 1.0 2.0 2.2 -0.935
N 1.308 -0.071 0.366 4.0 1.5 1.6 0.077
Cl 0.637 2.536 0.558 0.4 -1.0 -0.1 0.777
C 0.498 0.842 0.292 -3.1 4.0 -0.2 -0.788
O -0.782 0.453 -0.063 1.7 0.2 0.0 -0.009
```
Forces are in eV/Å.

---

# C2ClNOS

2 unconnected molecules or ions with the total composition C2ClNOS in a non-equilibrium geometry (ωB97M-V/def2-TZVPD, the Open Molecules 2025 dataset).

**HOMO level (spin up / spin down)**: -8.04 / -10.30 eV
**Spin multiplicity**: 3
**ΔE to the lowest compared entry with this formula, charge and spin**: 0.0 kcal/mol
**Kohn-Sham gap (spin up / spin down)**: 0.3155 / 0.2400 Eh
**Lowest unoccupied orbital energy (spin up / spin down)**: 0.544 / -3.774 eV
**Total charge**: 0

```
6
Properties=species:S:1:pos:R:3:forces:R:3:lowdin_charge:R:1
S -1.293 -0.254 -1.058 -0.5 -0.1 -0.3 0.822
N -2.043 -0.218 1.615 -0.4 0.0 1.9 0.121
O 2.069 0.524 -1.553 -0.6 -0.8 3.2 0.009
C -1.672 -0.211 0.525 0.1 -0.1 -1.7 -0.842
C 1.424 0.240 -0.578 0.2 1.1 -4.6 -0.821
Cl 1.516 -0.081 1.049 1.1 -0.2 1.5 0.711
```
Forces are in eV/Å.

---

# C2CsLiNaO6

A molecular structure, C2CsLiNaO6 in a non-equilibrium geometry (ωB97M-V/def2-TZVPD, the Open Molecules 2025 dataset).

**HOMO level (spin up / spin down)**: -15.81 / -15.77 eV
**Spin multiplicity**: 2
**ΔE to the lowest compared entry with this formula, charge and spin**: 0.0 kcal/mol
**Kohn-Sham gap (spin up / spin down)**: 0.3206 / 0.1914 Eh
**Lowest unoccupied orbital energy (spin up / spin down)**: -7.082 / -10.562 eV
**Total charge**: +2

```
11
Properties=species:S:1:pos:R:3:forces:R:3:lowdin_charge:R:1
C 0.546 1.594 -0.122 1.1 -0.7 -3.6 -0.738
O 0.745 1.086 -1.236 -0.7 -0.2 1.2 0.011
O 1.158 2.514 0.411 0.7 0.7 1.9 -0.055
O -0.518 1.145 0.660 -0.6 0.1 1.4 0.084
C -0.984 -1.072 0.603 -0.2 2.1 -2.4 -0.628
Li 2.442 2.903 1.674 -0.5 0.1 -0.5 0.892
Cs -0.394 -0.987 -3.991 0.1 0.4 0.1 0.991
O -1.216 0.111 -0.010 0.0 -1.2 0.5 0.111
O -1.197 -2.081 -0.059 0.1 -1.0 0.6 0.091
Na -0.098 -4.072 0.311 -0.2 -0.1 0.1 0.890
O -0.483 -1.140 1.758 0.2 -0.2 0.7 0.351
```
Forces are in eV/Å.

---

# C2F2O

2 unconnected molecules or ions with the total composition C2F2O in a non-equilibrium geometry (ωB97M-V/def2-TZVPD, the Open Molecules 2025 dataset).

**HOMO level (spin up / spin down)**: -11.07 / -11.07 eV
**ΔE to the lowest compared entry with this formula, charge and spin**: 109.6 kcal/mol
**Kohn-Sham gap (spin up / spin down)**: 0.2952 / 0.2955 Eh
**Lowest unoccupied orbital energy (spin up / spin down)**: -3.034 / -3.032 eV
**Total charge**: 0

```
5
Properties=species:S:1:pos:R:3:forces:R:3:lowdin_charge:R:1
F 2.256 0.319 0.166 -0.8 -0.2 -0.7 0.103
C -0.019 -0.270 0.109 -2.7 -1.0 -0.1 -0.131
O -1.155 -0.705 0.052 -0.4 1.2 0.4 0.154
F -2.182 0.645 0.033 0.8 -1.0 0.0 -0.152
C 1.100 0.011 -0.360 3.1 1.0 0.4 0.025
```
Forces are in eV/Å.

---

# C2F2O3SSc

A molecular structure, C2F2O3SSc in a non-equilibrium geometry (ωB97M-V/def2-TZVPD, the Open Molecules 2025 dataset).

**HOMO level (spin up / spin down)**: -7.75 / -8.20 eV
**Spin multiplicity**: 2
**ΔE to the lowest compared entry with this formula, charge and spin**: 8.9 kcal/mol
**Kohn-Sham gap (spin up / spin down)**: 0.2269 / 0.2444 Eh
**Lowest unoccupied orbital energy (spin up / spin down)**: -1.576 / -1.549 eV
**Total charge**: 0

```
9
Properties=species:S:1:pos:R:3:forces:R:3:lowdin_charge:R:1
S 0.118 0.629 -1.485 0.0 -0.5 0.3 0.867
O 0.489 -0.054 1.941 0.4 -0.6 -0.7 0.026
Sc 0.481 -1.825 0.179 -0.1 2.9 -0.3 1.145
O 1.581 1.955 1.717 -0.5 -1.7 -1.5 0.203
C 1.093 0.900 1.527 0.0 1.2 1.8 -0.462
O 1.305 0.103 -0.422 -0.1 -0.9 0.4 -0.801
F -1.752 -1.117 -2.134 0.3 0.0 0.2 -0.116
F -2.190 0.018 -0.334 0.5 -0.3 0.0 -0.102
C -1.124 -0.610 -0.990 -0.4 0.0 -0.2 -0.759
```
Forces are in eV/Å.

---

# C2F3FeNO3S2

A molecular structure, C2F3FeNO3S2 in a non-equilibrium geometry (ωB97M-V/def2-TZVPD, the Open Molecules 2025 dataset).

**HOMO level (spin up / spin down)**: -2.61 / -3.89 eV
**Spin multiplicity**: 6
**ΔE to the lowest compared entry with this formula, charge and spin**: 6.4 kcal/mol
**Kohn-Sham gap (spin up / spin down)**: 0.2136 / 0.2501 Eh
**Lowest unoccupied orbital energy (spin up / spin down)**: 3.199 / 2.912 eV
**Total charge**: -1

```
12
Properties=species:S:1:pos:R:3:forces:R:3:lowdin_charge:R:1
Fe -0.673 -0.521 -1.989 0.1 -0.8 0.2 0.442
F -1.316 0.493 2.527 -0.2 0.4 0.4 0.071
O -0.028 0.614 -0.451 0.3 -0.3 1.2 -0.757
S 0.227 -2.499 -0.807 -0.2 1.0 -0.3 0.167
O 2.030 2.698 -0.921 -1.6 -0.4 0.6 0.165
S 0.587 -0.201 0.815 0.1 -0.6 -1.4 0.791
O 1.085 1.551 -2.669 -0.9 0.5 1.6 0.059
N 1.179 -1.567 0.352 -0.4 0.8 0.5 -0.855
F -2.181 -0.498 0.823 -0.4 0.0 -0.2 0.071
C -1.133 -0.494 1.640 0.7 -0.1 -0.6 -0.785
C 1.339 2.066 -1.628 2.5 -0.3 -2.3 -0.456
F -1.118 -1.643 2.309 -0.1 -0.2 0.2 0.086
```
Forces are in eV/Å.

---

# C2F3N3O2

C2F3N3O2 in the gas phase in a non-equilibrium geometry (ωB97M-V/def2-TZVPD, the Open Molecules 2025 dataset).

**SMILES string**: N#CO/[N+]([O-])=N/C(F)(F)F
**HOMO level**: -12.11 eV
**ΔE to the lowest compared entry with this formula, charge and spin**: 0.0 kcal/mol
**Kohn-Sham gap**: 0.4100 Eh
**Lowest unoccupied orbital energy**: -0.949 eV
**Total charge**: 0

```
10
Properties=species:S:1:pos:R:3:forces:R:3:lowdin_charge:R:1
N 3.570 0.586 1.050 1.0 -0.1 0.0 0.210
F -2.722 -0.955 0.272 0.2 0.0 1.1 0.173
O 1.163 0.765 1.072 -0.4 0.9 1.3 0.124
N -0.702 0.096 0.420 -1.8 -0.4 1.5 0.246
C 2.431 0.650 1.000 0.5 0.0 -0.4 -0.325
F -2.205 0.416 -1.206 0.1 0.9 -1.3 0.198
N 0.409 0.284 -0.030 0.6 -0.4 -1.4 -0.270
C -1.689 -0.481 -0.409 -0.6 -1.1 -0.5 -0.697
O 0.953 0.172 -1.089 0.0 0.0 0.2 0.171
F -1.208 -1.531 -1.081 0.3 0.1 -0.5 0.168
```
Forces are in eV/Å.